Density functional theory data (wB97M-V/def2-TZVPD) for an isolated molecule of C3H5N3 in a non-equilibrium geometry.

Calculated values
* HOMO energy: -0.322 hartree

Geometry (Å):
C1 0.2348 -0.4671 1.5317
C2 1.5518 -1.0005 1.9826
C3 -0.9445 0.7051 -1.6893
N1 -0.5252 0.0077 0.5166
N2 2.5537 -1.3472 2.4751
N3 -0.0311 0.2420 -0.6357
H1 -0.4226 -0.8534 2.3585
H2 1.0396 0.2672 -0.8894
H3 -1.9202 0.9136 -1.0712
H4 -0.5501 1.6079 -2.0300
H5 -0.9861 -0.0751 -2.5489

Atom charges from the Löwdin analysis, given in e for atoms 1 to 8: -0.16, -0.24, -0.07, -0.02, 0.10, -0.17, 0.10, 0.20

---

Density functional theory data (wB97M-V/def2-TZVPD) for an isolated molecule of C3H5N3 in a non-equilibrium geometry.

Calculated values
* HOMO energy: -0.352 hartree

Geometry (Å):
C1 1.5704 -0.4557 0.1296
N1 0.4326 0.3713 0.4801
C2 -0.8412 0.3958 -0.0094
N2 -1.4661 1.5076 0.0859
C3 -1.4467 -0.8327 -0.5320
N3 -2.0319 -1.7307 -0.9682
H1 1.2548 -1.4741 -0.1119
H2 2.1425 -0.0552 -0.7178
H3 2.2383 -0.5133 0.9959
H4 0.6023 1.3292 0.7641
H5 -2.4550 1.4577 -0.1162

Atom charges from the Löwdin analysis, given in e for atoms 1 to 8: -0.08, -0.03, -0.47, 0.13, -0.13, 0.16, 0.08, 0.08

---

Density functional theory data (wB97M-V/def2-TZVPD) for an isolated molecule of C3H5N3 in a non-equilibrium geometry.

Calculated values
* HOMO energy: -0.374 hartree

Geometry (Å):
C1 1.6329 -0.0316 0.0682
N1 0.4965 -1.0578 -0.2779
C2 -0.6373 -0.4975 -0.1257
N2 -0.6383 0.8263 0.3165
C3 -1.9705 -1.0666 -0.3777
N3 -3.0709 -1.3909 -0.5461
H1 2.3448 -0.6496 0.5765
H2 2.0129 0.3247 -0.8907
H3 1.5863 0.9113 0.6867
H4 -0.4393 1.5231 -0.3744
H5 -1.3260 1.1268 0.9608

Atom charges from the Löwdin analysis, given in e for atoms 1 to 8: -0.10, 0.09, -0.45, 0.06, -0.13, 0.15, 0.05, 0.07

---

Density functional theory data (wB97M-V/def2-TZVPD) for a structure of composition C3H5N3 in a non-equilibrium geometry.

Calculated values
* HOMO energy (spin up / spin down): -0.302 / -0.294 hartree

Geometry (Å):
C1 1.2728 0.1728 0.0812
C2 -0.0759 0.0996 -0.1622
C3 -1.2015 -0.6242 0.2053
N1 -2.3795 -0.4853 0.1351
N2 1.5412 0.9013 -1.0069
N3 0.1676 1.0777 -1.2400
H1 1.9810 0.0495 0.7676
H2 -0.5611 -2.3207 1.2121
H3 -2.9864 -1.1243 0.7373
H4 2.3001 1.5418 -1.2696
H5 -0.2576 0.6055 -2.1274

Atom charges from the Löwdin analysis, given in e for atoms 1 to 8: -0.08, -0.28, -0.31, 0.10, -0.02, 0.02, 0.07, 0.07

---

Which energy relative to the best compared isomer or geometry (same formula, charge and spin) belongs to each record? In order, 325.7, 99.1, 203.6, 729.0 kJ/mol.